# 1
Formula: C5H8O
Source: the OMol25 dataset
Level of theory: ωB97M-V/def2-TZVPD

```
! RIJCOSX wB97M-V def2-TZVPD def2/J DEFGRID3
* xyz 0 1
C 2.96 0.74 0.82
C 2.37 0.24 -0.24
C -1.81 0.40 -1.38
C -1.40 -0.69 0.90
C -1.29 -0.58 -0.61
O 1.80 -0.19 -1.15
H 3.38 0.04 1.55
H -1.77 0.51 -2.42
H 3.07 1.78 0.82
H -2.34 1.22 -0.96
H -2.46 -0.29 1.16
H -0.59 0.04 1.28
H -1.13 -1.68 1.22
H -0.79 -1.55 -1.00
*
```

## Properties
E_tot in eV: -7359.7112
SMILES: C=C=O.C=CC
Relative energy (zero: lowest compared OMol25 entry of this formula, charge and spin) in kcal/mol: 58.67
Kohn-Sham gap in Ha: 0.3687
LUMO in eV: 0.8892


# 2
Formula: C5H8O
Source: the OMol25 dataset
Level of theory: ωB97M-V/def2-TZVPD

```
! RIJCOSX wB97M-V def2-TZVPD def2/J DEFGRID3
* xyz 0 1
C -0.93 1.03 -0.64
C -0.06 -0.07 -0.04
C 0.22 -1.22 -1.00
O -0.79 -0.67 1.04
C 1.17 0.43 0.62
C 1.78 0.56 1.65
H -1.00 1.87 0.06
H -0.56 1.41 -1.59
H -1.93 0.61 -0.77
H 0.92 -1.92 -0.55
H 0.61 -0.88 -1.96
H -0.73 -1.73 -1.17
H -0.87 0.03 1.71
H 2.18 0.55 2.64
*
```

## Properties
E_tot in eV: -7359.7796
SMILES: C#CC(C)(C)O
Relative energy (zero: lowest compared OMol25 entry of this formula, charge and spin) in kcal/mol: 57.09
Kohn-Sham gap in Ha: 0.4017
LUMO in eV: 0.9175


# 3
Formula: C5H8O
Source: the OMol25 dataset
Level of theory: ωB97M-V/def2-TZVPD

```
! RIJCOSX wB97M-V def2-TZVPD def2/J DEFGRID3
* xyz 0 1
C 1.35 0.07 -1.13
C 0.14 0.59 1.32
C -0.93 1.12 0.72
O -1.68 0.30 -0.06
C -0.95 -0.86 -0.51
C 0.57 -0.75 -0.40
H 0.95 0.97 -1.58
H 2.43 -0.05 -1.14
H 1.09 1.04 1.59
H -1.26 2.14 0.75
H -0.24 -0.26 1.83
H -1.19 -1.00 -1.57
H -1.32 -1.73 0.05
H 1.04 -1.56 0.15
*
```

## Properties
E_tot in eV: -7358.2352
SMILES: C=CCOC=C
Relative energy (zero: lowest compared OMol25 entry of this formula, charge and spin) in kcal/mol: 92.71
Kohn-Sham gap in Ha: 0.3084
LUMO in eV: 0.9566


# 4
Formula: C5H8O
Source: the OMol25 dataset
Level of theory: ωB97M-V/def2-TZVPD

```
! RIJCOSX wB97M-V def2-TZVPD def2/J DEFGRID3
* xyz 0 1
C -1.74 0.59 0.37
C -0.56 -0.13 -0.19
C 0.53 -0.78 0.69
C 1.64 -0.04 -0.11
C 0.52 0.31 -1.10
O -0.57 -0.85 -1.36
H -1.36 1.34 1.08
H -2.38 -0.12 0.91
H -2.32 1.09 -0.41
H 0.47 -0.52 1.74
H 0.62 -1.86 0.51
H 2.02 0.83 0.47
H 2.51 -0.56 -0.51
H 0.62 0.71 -2.10
*
```

## Properties
E_tot in eV: -7359.3851
SMILES: C[C@]12CC[C@H]1O2
Relative energy (zero: lowest compared OMol25 entry of this formula, charge and spin) in kcal/mol: 66.19
Kohn-Sham gap in Ha: 0.3825
LUMO in eV: 1.0602


# 5
Formula: C5H8O
Source: the OMol25 dataset
Level of theory: ωB97M-V/def2-TZVPD

```
! RIJCOSX wB97M-V def2-TZVPD def2/J DEFGRID3
* xyz 0 1
C -0.55 -1.68 -0.79
C -1.41 0.76 0.06
C -0.09 1.42 0.09
C 1.05 0.75 0.06
C 1.33 -0.71 0.19
O 0.32 -1.72 0.18
H -1.19 -2.53 -0.50
H -1.31 -0.05 -0.69
H -2.17 1.49 -0.21
H -1.66 0.32 1.03
H -0.09 2.50 -0.01
H 1.99 1.29 0.00
H 1.77 -0.85 1.17
H 2.02 -1.01 -0.58
*
```

## Properties
E_tot in eV: -7357.7973
Relative energy (zero: lowest compared OMol25 entry of this formula, charge and spin) in kcal/mol: 102.80
Kohn-Sham gap in Ha: 0.3382
LUMO in eV: 0.7275


# 6
Formula: C5H8O
Source: the OMol25 dataset
Level of theory: ωB97M-V/def2-TZVPD

```
! RIJCOSX wB97M-V def2-TZVPD def2/J DEFGRID3
* xyz 0 1
C -1.11 -1.16 1.03
C -0.31 -0.25 0.16
C 0.07 1.19 0.31
C 1.14 0.96 -0.96
O 2.38 0.81 -0.65
C 0.56 -0.48 -0.93
H -0.55 -1.32 1.96
H -1.28 -2.14 0.56
H -2.07 -0.71 1.30
H -0.66 -0.29 -1.16
H 0.76 1.28 1.15
H -0.74 1.93 0.39
H 0.85 1.59 -1.84
H 0.94 -1.42 -1.33
*
```

## Properties
E_tot in eV: -7357.1390
Relative energy (zero: lowest compared OMol25 entry of this formula, charge and spin) in kcal/mol: 117.98
Kohn-Sham gap in Ha: 0.2928
LUMO in eV: 0.1908